8 unconnected molecules or ions with the total composition C18H48O8S6 in a non-equilibrium geometry, computed with ωB97M-V/def2-TZVPD.

Geometry as XYZ:
```
80
Properties=species:S:1:pos:R:3:lowdin_charge:R:1
C -5.97 7.63 4.49 -0.232
S -4.81 6.20 4.95 0.825
O -5.69 4.97 5.14 -0.577
C -3.99 5.98 3.37 -0.293
H -6.85 7.59 5.13 0.047
H -6.30 7.59 3.45 0.043
H -5.46 8.57 4.69 0.038
H -3.43 5.09 3.10 0.061
H -3.36 6.83 3.10 0.049
H -4.79 6.06 2.63 0.040
C -7.43 -3.66 3.66 -0.264
S -6.90 -1.91 3.43 0.829
O -6.94 -1.22 4.82 -0.573
C -5.17 -2.22 3.01 -0.281
H -7.06 -3.97 4.64 0.050
H -7.08 -4.32 2.86 0.047
H -8.51 -3.70 3.76 0.042
H -4.66 -2.48 3.94 0.054
H -4.75 -1.25 2.74 0.043
H -5.00 -2.91 2.18 0.052
C 0.63 -8.08 0.82 -0.240
S 1.61 -7.72 -0.73 0.834
O 2.74 -6.80 -0.24 -0.581
C 2.39 -9.33 -0.85 -0.303
H 1.37 -8.38 1.56 0.053
H 0.03 -8.98 0.65 0.039
H 0.01 -7.20 0.99 0.042
H 1.82 -10.26 -0.77 0.056
H 3.33 -9.33 -0.30 0.060
H 2.71 -9.48 -1.88 0.040
C 3.05 6.57 3.12 -0.268
S 4.62 6.75 2.17 0.841
O 4.24 5.92 0.95 -0.594
C 4.30 8.48 1.70 -0.269
H 3.09 5.67 3.73 0.045
H 2.17 6.65 2.48 0.057
H 2.86 7.38 3.83 0.044
H 4.57 8.98 2.63 0.042
H 3.23 8.51 1.53 0.044
H 4.80 8.87 0.81 0.058
C 7.79 1.80 -2.81 -0.274
S 6.24 0.86 -3.07 0.840
O 6.26 0.42 -4.54 -0.603
C 6.80 -0.67 -2.11 -0.228
H 8.58 1.08 -2.99 0.036
H 7.85 2.08 -1.76 0.046
H 8.04 2.69 -3.40 0.056
H 6.50 -0.29 -1.13 0.033
H 7.87 -0.79 -2.26 0.040
H 6.26 -1.55 -2.47 0.053
C -5.71 -0.20 -12.45 -0.258
S -3.93 -0.17 -11.91 0.836
O -3.53 1.30 -11.78 -0.584
C -4.23 -0.76 -10.13 -0.253
H -6.18 0.65 -11.96 0.051
H -6.16 -1.14 -12.12 0.042
H -5.75 -0.12 -13.53 0.041
H -4.75 -1.71 -9.99 0.036
H -4.84 -0.04 -9.57 0.050
H -3.34 -1.08 -9.59 0.039
C -0.42 -0.92 -2.14 -0.031
C -0.34 0.19 -1.08 -0.489
O -1.18 1.03 -1.14 0.069
C 0.71 0.01 0.04 -0.014
H -0.61 -1.87 -1.64 0.082
H 0.49 -0.83 -2.73 0.082
H -1.21 -0.66 -2.85 0.076
H 1.20 -0.96 -0.09 0.070
H 0.20 0.06 1.00 0.077
H 1.41 0.84 0.09 0.079
C 2.62 -3.40 5.47 -0.022
C 4.00 -3.01 5.14 -0.557
O 4.82 -3.86 4.95 0.079
C 4.49 -1.62 5.16 -0.025
H 1.92 -2.56 5.40 0.079
H 2.57 -3.88 6.45 0.093
H 2.33 -4.16 4.74 0.090
H 3.93 -0.89 4.58 0.080
H 5.49 -1.61 4.73 0.088
H 4.40 -1.36 6.22 0.095
```

The calculation puts the HOMO energy at -8.7626 eV. The calculation puts the electronic energy at -100827.169 eV. The value obtained for the HOMO-LUMO gap is 8.93 eV. Its largest force on an atom is 0.0629 Eh/bohr. The multiplicity is 1. Its LUMO energy is 0.00608 Ha. The energy relative to the best compared isomer or geometry (same formula, charge and spin) is 288.8 kJ/mol. The calculation puts the molar mass at 584.98 u. The total charge is 0.

---

2 unconnected molecules or ions with the total composition C2H2O3S in a non-equilibrium geometry, computed with ωB97M-V/def2-TZVPD.

Geometry as XYZ:
```
8
Properties=species:S:1:pos:R:3:lowdin_charge:R:1
C 0.62 -0.91 -0.11 -0.285
C 1.52 0.03 -0.04 0.037
O -1.43 0.74 -1.08 -0.426
O -2.02 0.79 1.28 -0.413
O -0.06 -1.89 -0.20 0.107
S -2.28 0.25 -0.02 0.890
H 1.41 0.90 -0.54 0.035
H 2.24 0.09 0.71 0.056
```

The calculation puts the HOMO energy at -9.6083 eV. The calculation puts the electronic energy at -19082.333 eV. The value obtained for the HOMO-LUMO gap is 8.42 eV. Its largest force on an atom is 0.0611 Eh/bohr. The multiplicity is 1. Its LUMO energy is -0.04361 Ha. The energy relative to the best compared isomer or geometry (same formula, charge and spin) is 203.8 kJ/mol. The calculation puts the molar mass at 106.10 u. The total charge is 0.

---

A molecular structure, C40H38Co2O10P2 in a non-equilibrium geometry, computed with ωB97M-V/def2-TZVPD.

Geometry as XYZ:
```
92
Properties=species:S:1:pos:R:3:lowdin_charge:R:1
C 2.39 1.83 4.06 -0.091
C 1.09 1.12 3.79 -0.282
O 1.36 -0.31 3.64 -0.224
P 0.17 -1.38 3.90 0.483
C -0.88 -0.51 4.97 -0.178
C -2.29 -0.59 4.75 -0.602
O -3.15 -1.04 5.50 0.000
O -2.57 -0.08 3.49 -0.082
C -3.84 -0.46 2.95 -0.257
C -3.88 -1.85 2.38 -0.081
O -0.51 -1.96 2.72 -0.316
O 0.94 -2.54 4.71 -0.219
C 0.71 -3.91 4.26 -0.286
C 1.87 -4.77 4.69 -0.102
H 2.22 2.90 3.94 0.066
H 2.72 1.64 5.09 0.067
H 3.17 1.52 3.37 0.073
H 0.37 1.26 4.61 0.090
H 0.62 1.50 2.86 0.094
H -0.56 -0.40 5.99 0.053
H -4.60 -0.36 3.74 0.103
H -4.03 0.27 2.15 0.111
H -4.65 -1.89 1.61 0.064
H -2.91 -2.14 1.96 0.069
H -4.14 -2.55 3.18 0.070
H -0.24 -4.28 4.67 0.120
H 0.64 -3.91 3.17 0.102
H 1.72 -5.77 4.28 0.066
H 2.81 -4.38 4.29 0.076
H 1.93 -4.84 5.78 0.068
O -2.90 1.94 -3.40 0.129
C -1.82 1.93 -3.79 -0.117
Co -0.19 1.88 -4.46 0.050
C 0.19 0.15 -4.24 -0.159
O 0.19 -1.00 -4.10 0.122
C -0.88 1.84 -6.11 -0.178
O -1.60 1.78 -7.02 0.094
C 1.09 3.13 -4.20 -0.238
C 0.62 2.63 -3.02 -0.269
C 0.56 2.70 -1.66 -0.098
C 0.67 1.49 -0.93 -0.257
C -0.01 1.31 0.29 -0.048
C -0.18 0.03 0.80 -0.096
C 0.50 -1.06 0.22 -0.086
C 1.28 -0.87 -0.92 -0.096
C 1.40 0.40 -1.47 -0.069
Co 1.97 2.04 -5.59 -0.100
C 2.57 0.42 -5.38 -0.276
O 3.10 -0.61 -5.36 0.055
C 3.38 3.05 -5.57 -0.243
O 4.35 3.68 -5.61 0.063
P 1.76 2.04 -7.71 1.018
C 1.03 0.63 -8.62 -0.323
C 1.10 0.60 -10.03 -0.101
C 0.58 -0.50 -10.73 -0.092
C 0.01 -1.56 -10.04 -0.100
C -0.04 -1.54 -8.64 -0.073
C 0.47 -0.45 -7.93 -0.073
C 0.82 3.50 -8.30 -0.340
C -0.25 3.40 -9.20 -0.095
C -0.94 4.55 -9.59 -0.090
C -0.59 5.79 -9.06 -0.107
C 0.46 5.89 -8.14 -0.087
C 1.19 4.75 -7.79 -0.092
C 3.34 2.19 -8.66 -0.317
C 3.60 3.24 -9.54 -0.082
C 4.83 3.31 -10.21 -0.095
C 5.79 2.31 -10.01 -0.109
C 5.51 1.23 -9.17 -0.086
C 4.28 1.16 -8.50 -0.076
H 1.24 4.20 -4.38 0.063
H 0.32 3.63 -1.15 0.099
H -0.48 2.17 0.77 0.106
H -0.83 -0.14 1.65 0.076
H 0.42 -2.03 0.69 0.083
H 1.79 -1.72 -1.37 0.097
H 2.06 0.58 -2.32 0.103
H 1.56 1.43 -10.57 0.109
H 0.64 -0.51 -11.82 0.094
H -0.40 -2.42 -10.58 0.094
H -0.47 -2.38 -8.09 0.104
H 0.45 -0.44 -6.83 0.081
H -0.54 2.43 -9.61 0.094
H -1.76 4.46 -10.31 0.096
H -1.14 6.69 -9.36 0.092
H 0.73 6.85 -7.70 0.098
H 2.04 4.84 -7.11 0.101
H 2.85 4.01 -9.72 0.098
H 5.03 4.14 -10.88 0.094
H 6.75 2.36 -10.53 0.092
H 6.23 0.43 -9.03 0.098
H 4.05 0.30 -7.87 0.105
```

The calculation puts the HOMO energy at -1.3455 eV. The calculation puts the electronic energy at -156402.559 eV. The value obtained for the HOMO-LUMO gap is 5.02 eV. Its largest force on an atom is 0.0905 Eh/bohr. The multiplicity is 1. Its LUMO energy is 0.13509 Ha. The energy relative to the best compared isomer or geometry (same formula, charge and spin) is 0.0 kJ/mol. The calculation puts the molar mass at 858.55 u. The total charge is -2.

---

A molecular structure, C3H7AuO3 in a non-equilibrium geometry, computed with ωB97M-V/def2-TZVPD.

Geometry as XYZ:
```
14
Properties=species:S:1:pos:R:3:lowdin_charge:R:1
O -1.26 -1.08 -1.36 -0.073
C -0.10 -0.36 -1.62 -0.173
C 0.94 -0.55 -0.52 -0.091
O 0.37 -0.35 0.79 -0.161
C -0.10 1.00 1.14 -0.157
Au -1.74 -0.76 0.35 1.460
H -0.31 0.72 -1.74 0.183
H 0.38 -0.68 -2.57 0.182
H 1.80 0.12 -0.64 0.173
H 1.30 -1.59 -0.50 0.167
H 0.59 1.33 1.93 0.173
H 0.06 1.74 0.35 0.179
O -1.25 0.48 1.79 -0.145
H -0.69 -0.01 2.61 0.285
```

The calculation puts the HOMO energy (spin up / spin down) at -21.3873 / -20.8974 eV. The calculation puts the electronic energy at -13031.323 eV. The value obtained for the HOMO-LUMO gap (spin up / spin down) is 11.62 / 7.23 eV. Its largest force on an atom is 0.1287 Eh/bohr. The multiplicity is 3. Its LUMO energy (spin up / spin down) is -0.35883 / -0.50212 Ha. As for the expectation value of S²: 2.01. The calculation puts the molar mass at 288.05 u. The total charge is +2.

---

A molecular structure, C24H29F6I3OSbSiTi, computed with ωB97M-V/def2-TZVPD.

Geometry as XYZ:
```
66
Properties=species:S:1:pos:R:3:lowdin_charge:R:1
Ti -1.10 -0.04 -2.00 0.609
C -2.69 1.08 2.94 -0.032
C -3.00 0.89 1.48 -0.257
C -3.37 1.97 0.67 -0.034
C -3.71 1.78 -0.66 -0.129
C -3.68 0.49 -1.21 -0.183
C -3.28 -0.58 -0.42 -0.133
C -2.95 -0.37 0.92 -0.037
H -1.65 0.82 3.15 0.062
H -3.31 0.43 3.56 0.089
H -2.86 2.11 3.25 0.081
H -3.42 2.96 1.09 0.120
H -4.02 2.61 -1.27 0.074
H -4.05 0.34 -2.22 0.057
H -3.35 -1.59 -0.79 0.087
H -2.69 -1.22 1.54 0.113
I -1.16 2.59 -2.95 0.293
I -3.97 2.39 -4.61 0.008
I 2.26 0.69 -3.58 1.104
C 0.65 -0.51 -3.51 -0.725
H 0.89 -1.52 -3.19 -0.016
H 0.02 -0.40 -4.39 -0.018
C 0.15 2.88 1.12 -0.080
C 1.50 2.20 0.83 -0.585
C 2.46 2.51 1.99 -0.081
C 2.07 2.82 -0.46 -0.113
Si 1.19 0.36 0.53 0.578
O -0.04 0.23 -0.60 -0.409
C 0.65 -0.64 2.03 -0.203
C 0.01 -1.86 1.80 -0.110
C -0.32 -2.71 2.84 -0.077
C -0.02 -2.36 4.15 -0.081
C 0.64 -1.16 4.40 -0.080
C 0.98 -0.32 3.35 -0.088
C 2.65 -0.56 -0.21 -0.239
C 3.95 -0.07 -0.27 -0.119
C 4.97 -0.81 -0.86 -0.086
C 4.71 -2.07 -1.39 -0.085
C 3.42 -2.59 -1.31 -0.078
C 2.41 -1.84 -0.73 -0.118
H 0.29 3.96 1.22 0.095
H -0.28 2.51 2.06 0.073
H -0.57 2.71 0.32 0.043
H 2.72 3.58 1.96 0.089
H 3.39 1.95 1.95 0.076
H 2.00 2.33 2.96 0.060
H 2.19 3.90 -0.31 0.093
H 1.39 2.68 -1.30 -0.012
H 3.05 2.41 -0.72 0.054
H -0.24 -2.16 0.79 0.090
H -0.82 -3.65 2.63 0.107
H -0.28 -3.02 4.97 0.104
H 0.89 -0.88 5.41 0.104
H 1.51 0.59 3.58 0.079
H 4.19 0.91 0.12 0.084
H 5.98 -0.41 -0.90 0.105
H 5.50 -2.65 -1.84 0.105
H 3.21 -3.57 -1.71 0.108
H 1.42 -2.27 -0.67 0.092
F -1.36 -2.26 -2.08 -0.384
Sb -2.42 -2.66 -3.72 1.459
F -3.99 -2.42 -2.74 -0.308
F -2.23 -0.68 -3.67 -0.452
F -3.32 -2.58 -5.34 -0.308
F -0.77 -2.76 -4.60 -0.319
F -2.41 -4.48 -3.35 -0.315
```

The calculation puts the HOMO energy (spin up / spin down) at -8.1373 / -8.6359 eV. The calculation puts the electronic energy at -105551.201 eV. The value obtained for the HOMO-LUMO gap (spin up / spin down) is 7.53 / 5.50 eV. Its largest force on an atom is 0.0166 Eh/bohr. The multiplicity is 4. Its LUMO energy (spin up / spin down) is -0.02236 / -0.11531 Ha. As for the expectation value of S²: 3.76. The energy relative to the best compared isomer or geometry (same formula, charge and spin) is 2.1 kJ/mol. The calculation puts the molar mass at 1025.91 u. The total charge is 0.